Entry 1:
Density functional theory data (wB97M-V/def2-TZVPD) for an isolated molecule of C2H6N2O.

## Properties
spin multiplicity	1
Kohn-Sham gap	9.908	eV
M	74.1	g mol⁻¹
SMILES string	N/N=C\CO
E_LUMO	0.88	eV
ΔE to the lowest compared entry with this formula, charge and spin	91.79	kcal per mole
F_max	5.69	eV/A

```
11
Properties=species:S:1:pos:R:3:mulliken_charge:R:1
C 0.003 -0.762 -0.108 0.122
C 0.810 0.392 0.033 -0.398
H -2.994 0.130 -0.350 0.286
H -1.586 1.011 -0.430 0.203
H 0.790 -1.669 -0.304 0.300
H 0.906 1.327 -0.740 0.230
H 0.558 0.877 0.934 0.319
H 2.529 -0.410 0.840 0.306
N -1.975 0.224 0.122 -0.511
N -1.235 -0.897 0.075 -0.335
O 2.196 -0.224 -0.073 -0.523
```



Entry 2:
Density functional theory data (wB97M-V/def2-TZVPD) for an isolated molecule of C2H6N2O.

## Properties
spin multiplicity	1
Kohn-Sham gap	10.557	eV
M	74.1	g mol⁻¹
SMILES string	NC/C=N\O
E_LUMO	0.82	eV
ΔE to the lowest compared entry with this formula, charge and spin	97.14	kcal per mole
F_max	4.24	eV/A

```
11
Properties=species:S:1:pos:R:3:mulliken_charge:R:1
C -0.605 0.221 0.465 -0.653
C 0.510 0.912 -0.171 0.099
H -1.776 -0.445 -1.254 0.251
H -0.493 -1.169 -0.791 0.303
H -1.170 1.081 0.982 0.273
H -0.165 -0.449 1.147 0.327
H 0.424 2.073 -0.364 0.296
H 1.306 -1.003 0.933 0.311
N -1.315 -0.669 -0.430 -0.533
N 1.551 0.357 -0.564 -0.315
O 1.733 -0.910 0.049 -0.361
```



Entry 3:
Density functional theory data (wB97M-V/def2-TZVPD) for an isolated molecule of C2H6N2O.

## Properties
spin multiplicity	1
Kohn-Sham gap	10.287	eV
M	74.1	g mol⁻¹
SMILES string	CNNC=O
E_LUMO	0.91	eV
ΔE to the lowest compared entry with this formula, charge and spin	85.82	kcal per mole
F_max	6.57	eV/A

```
11
Properties=species:S:1:pos:R:3:mulliken_charge:R:1
C -1.569 0.874 -1.013 -0.691
C 1.205 -0.071 0.373 0.230
H -2.039 0.037 -1.584 0.265
H -2.371 1.619 -0.691 0.253
H -0.562 1.074 -1.691 0.258
H -1.811 -0.038 1.014 0.257
H -0.062 -1.231 -0.341 0.251
H 1.213 1.100 0.713 0.214
N -1.169 0.331 0.216 -0.412
N -0.053 -0.306 0.108 -0.063
O 2.046 -0.945 0.519 -0.563
```



Entry 4:
Density functional theory data (wB97M-V/def2-TZVPD) for a cluster of 2 separate species, C2H6N2O in total.

## Properties
spin multiplicity	1
Kohn-Sham gap (spin up / spin down)	6.983 / 7.880	eV
M	74.1	g mol⁻¹
E_LUMO (spin up / spin down)	-0.57 / -0.10	eV
ΔE to the lowest compared entry with this formula, charge and spin	152.22	kcal per mole
F_max	5.62	eV/A

```
11
Properties=species:S:1:pos:R:3:mulliken_charge:R:1
C -1.674 0.181 0.629 -0.867
C -0.777 0.087 -0.570 -0.182
N 3.213 -0.338 0.047 -0.724
N 2.025 -0.145 -0.230 0.399
O 0.995 -0.676 0.199 -0.332
H -2.061 1.222 0.790 0.259
H -2.534 -0.403 0.325 0.288
H -1.282 -0.311 1.446 0.347
H -0.562 0.949 -1.142 0.357
H -1.168 -0.848 -1.108 0.207
H 3.825 0.282 -0.384 0.248
```



Entry 5:
Density functional theory data (wB97M-V/def2-TZVPD) for an isolated molecule of C2H6N2O.

## Properties
spin multiplicity	1
Kohn-Sham gap	9.997	eV
M	74.1	g mol⁻¹
SMILES string	[H]/N=C(\C)NO
E_LUMO	0.93	eV
ΔE to the lowest compared entry with this formula, charge and spin	75.12	kcal per mole
F_max	4.41	eV/A

```
11
Properties=species:S:1:pos:R:3:mulliken_charge:R:1
C 1.283 0.257 0.630 -1.010
C -0.124 0.045 0.142 0.673
H 1.384 -0.187 1.680 0.278
H 2.026 -0.066 -0.153 0.289
H 1.258 1.376 0.736 0.262
H -0.693 -0.217 1.913 0.215
H -0.017 0.579 -1.885 0.278
H -1.966 -1.112 -1.433 0.329
N -0.997 -0.370 0.951 -0.673
N -0.415 -0.121 -1.171 -0.238
O -1.739 -0.185 -1.411 -0.403
```



Entry 6:
Density functional theory data (wB97M-V/def2-TZVPD) for an isolated molecule of C2H6N2O.

## Properties
spin multiplicity	1
Kohn-Sham gap	10.119	eV
M	74.1	g mol⁻¹
SMILES string	CN(N)C=O
E_LUMO	0.68	eV
ΔE to the lowest compared entry with this formula, charge and spin	48.41	kcal per mole
F_max	2.39	eV/A

```
11
Properties=species:S:1:pos:R:3:mulliken_charge:R:1
C -1.153 -0.116 0.284 -0.784
C 0.974 1.177 0.373 0.187
H -1.853 -0.201 -0.592 0.256
H -1.103 -1.118 0.876 0.266
H -1.483 0.668 0.946 0.310
H 0.112 -1.194 -1.683 0.285
H 1.026 -1.694 -0.289 0.247
H 0.284 1.809 0.954 0.199
N 0.224 0.127 -0.133 0.197
N 0.828 -0.885 -0.936 -0.646
O 2.143 1.427 0.201 -0.518
```



Entry 7:
Density functional theory data (wB97M-V/def2-TZVPD) for an isolated molecule of C2H6N2O2.

## Properties
spin multiplicity	1
Kohn-Sham gap	10.002	eV
M	90.1	g mol⁻¹
SMILES string	[H]/N=N\O[C@H](C)O
E_LUMO	-0.29	eV
ΔE to the lowest compared entry with this formula, charge and spin	95.49	kcal per mole
F_max	3.43	eV/A

```
12
Properties=species:S:1:pos:R:3:mulliken_charge:R:1
C -1.029 -1.184 0.290 -1.110
C -0.323 0.168 0.310 0.349
O -1.279 1.220 0.448 -0.502
O 0.484 0.358 -0.794 -0.351
H -1.750 1.262 -0.398 0.326
H -1.627 -1.274 -0.622 0.288
H -0.296 -1.994 0.296 0.334
H -1.704 -1.286 1.143 0.314
N 1.914 0.082 -0.173 0.176
N 2.772 0.736 -0.725 -0.452
H 2.495 1.690 -0.994 0.295
H 0.341 0.221 1.219 0.333
```



Entry 8:
Density functional theory data (wB97M-V/def2-TZVPD) for an isolated molecule of C2H6N2O2.

## Properties
spin multiplicity	1
Kohn-Sham gap	10.083	eV
M	90.1	g mol⁻¹
SMILES string	NC(=O)[C@@H](N)O
E_LUMO	0.78	eV
ΔE to the lowest compared entry with this formula, charge and spin	22.72	kcal per mole
F_max	3.71	eV/A

```
12
Properties=species:S:1:pos:R:3:mulliken_charge:R:1
C -0.222 0.469 -0.488 0.477
C 0.923 -0.268 0.219 0.289
N -0.903 -0.363 -1.413 -0.659
N 0.835 -0.257 1.599 -0.392
O -1.117 1.150 0.323 -0.543
O 1.745 -0.984 -0.362 -0.648
H -1.955 1.105 -0.168 0.313
H 0.615 1.177 -0.927 0.177
H -1.593 -0.969 -0.972 0.226
H -0.216 -0.896 -1.951 0.280
H 1.632 -0.616 2.105 0.253
H 0.257 0.453 2.034 0.227
```